Entry 1:
# C63H39Cl5N5O5PV

C63H39Cl5N5O5PV as an isolated structure at a distorted geometry (ωB97M-V with the def2-TZVPD basis set, the OMol25 dataset).

- LUMO level (spin up / spin down) (eV) = 3.1921 / 2.3658
- multiplicity = 4
- charge = -2
- relative energy (zero: lowest compared OMol25 entry of this formula, charge and spin) (kcal per mole) = 99.23
- strongest force on any atom (Eh/bohr) = 0.1177
- calculated total energy (eV) = -181236.4087
- HOMO-LUMO gap (spin up / spin down) (eV) = 5.05 / 4.81

Structure (XYZ):
```
119
C63H39Cl5N5O5PV (ωB97M-V with the def2-TZVPD basis set)
V -0.298 -0.675 0.996
Cl 2.012 -6.743 8.016
C 1.652 -5.736 6.579
C 2.329 -5.906 5.411
C 1.996 -5.161 4.257
C 1.062 -4.195 4.344
C 0.328 -4.059 5.481
C 0.579 -4.804 6.603
C 0.830 -3.274 3.193
C 1.398 -2.025 3.212
C 2.420 -1.681 4.182
C 2.859 -0.464 4.000
C 2.008 0.100 2.886
C 1.804 1.530 2.783
C 2.380 2.467 3.782
C 3.469 3.220 3.467
C 3.878 4.271 4.241
C 3.273 4.556 5.441
Cl 3.689 5.914 6.430
C 2.212 3.745 5.866
C 1.740 2.723 5.014
C 0.435 2.029 2.210
N -0.525 1.273 1.847
C -1.587 2.167 1.527
C -2.773 1.763 0.899
C -3.811 2.886 0.605
C -3.531 3.963 -0.220
C -4.380 4.974 -0.351
C -5.631 4.905 0.278
Cl -6.807 6.203 0.146
C -5.993 3.848 1.039
C -5.102 2.834 1.228
C -3.134 0.636 0.287
C -4.321 0.317 -0.610
C -4.111 -0.877 -1.076
C -2.892 -1.486 -0.455
N -2.274 -0.508 0.395
C -2.472 -2.763 -0.502
C -1.600 -3.381 0.499
C -1.568 -4.721 0.852
C -0.708 -4.872 1.974
C -0.196 -3.577 2.202
N -0.816 -2.652 1.377
C -3.162 -3.722 -1.397
C -2.245 -4.406 -2.280
C -2.760 -5.236 -3.289
C -4.157 -5.340 -3.371
Cl -4.839 -6.410 -4.585
C -5.008 -4.700 -2.479
C -4.537 -3.892 -1.477
C -1.187 3.433 1.827
C 0.146 3.406 2.258
N 1.246 -0.944 2.415
H 3.071 -6.675 5.289
H 2.470 -5.400 3.296
H -0.399 -3.262 5.554
H 0.023 -4.595 7.500
H 2.736 -2.351 4.984
H 3.545 0.164 4.539
H 3.900 3.068 2.495
H 4.680 4.905 3.876
H 1.798 3.997 6.806
H 0.864 2.190 5.414
H -2.593 3.915 -0.717
H -4.126 5.746 -1.094
H -6.893 3.760 1.587
H -5.361 1.921 1.758
H -5.095 1.089 -0.703
H -4.690 -1.528 -1.737
H -2.053 -5.555 0.437
H -0.409 -5.722 2.608
H -1.164 -4.183 -2.244
H -2.122 -5.734 -4.046
H -6.076 -4.912 -2.476
H -5.142 -3.374 -0.730
H -1.802 4.342 1.724
H 0.726 4.251 2.507
O 2.487 9.108 -3.093
Cl 1.441 8.857 -2.116
O 0.181 9.570 -2.572
O 2.686 0.901 1.877
O 1.785 9.489 -0.838
O 0.594 -1.300 -0.692
C 0.622 -0.049 -0.581
N 1.057 0.933 -1.472
P 1.489 0.518 -2.977
C 2.319 1.963 -3.734
C 3.269 1.723 -4.742
C 3.958 2.744 -5.406
C 3.661 4.052 -5.034
C 2.676 4.335 -4.043
C 2.027 3.310 -3.361
C 2.632 -0.822 -2.998
C 2.202 -2.055 -3.401
C 2.964 -3.208 -3.132
C 4.079 -3.129 -2.308
C 4.512 -1.874 -1.906
C 3.805 -0.734 -2.238
C 0.136 0.097 -4.072
C 0.263 0.105 -5.472
C -0.825 -0.287 -6.232
C -1.968 -0.752 -5.602
C -2.116 -0.722 -4.214
C -1.040 -0.269 -3.473
H 3.599 0.748 -5.014
H 4.758 2.461 -6.143
H 4.135 4.916 -5.407
H 2.532 5.360 -3.712
H 1.298 3.482 -2.590
H 1.232 -2.203 -3.878
H 2.670 -4.232 -3.389
H 4.657 -4.006 -2.070
H 5.350 -1.838 -1.239
H 4.142 0.167 -1.815
H 1.110 0.556 -5.972
H -0.743 -0.386 -7.343
H -2.767 -1.215 -6.140
H -3.001 -1.138 -3.700
H -1.079 -0.189 -2.340
```

---

Entry 2:
# C63H47Cl2N8O6P2Sn

C63H47Cl2N8O6P2Sn as an isolated structure at a distorted geometry (ωB97M-V with the def2-TZVPD basis set, the OMol25 dataset).

- LUMO level (eV) = 1.1082
- multiplicity = 1
- charge = -1
- relative energy (zero: lowest compared OMol25 entry of this formula, charge and spin) (kcal per mole) = 42.02
- strongest force on any atom (Eh/bohr) = 0.0239
- calculated total energy (eV) = -139756.4585
- HOMO-LUMO gap (eV) = 5.64

Structure (XYZ):
```
129
C63H47Cl2N8O6P2Sn (ωB97M-V with the def2-TZVPD basis set)
Sn -1.618 0.211 0.080
Cl -3.282 6.999 -1.444
C -3.319 5.392 -0.786
C -2.145 4.845 -0.306
C -2.092 3.537 0.192
N -0.928 2.969 0.714
C 0.194 3.698 0.707
O 0.443 4.757 0.109
C 2.598 2.577 0.778
C 3.935 3.143 1.119
C 4.888 2.368 1.646
C 4.617 0.989 2.026
C 3.347 0.555 2.014
N 2.325 1.272 1.427
C -3.322 2.801 0.242
C -4.491 3.385 -0.235
C -4.492 4.663 -0.761
Cl -5.969 5.330 -1.384
N -3.358 1.470 0.691
C -4.433 1.013 1.349
O -5.369 1.661 1.813
C -4.436 -0.486 1.520
C -5.541 -1.119 2.074
C -5.562 -2.500 2.130
C -4.498 -3.209 1.586
C -3.443 -2.495 1.055
N -3.402 -1.169 1.059
H -1.246 5.437 -0.321
H 4.081 4.202 0.964
H 5.860 2.783 1.883
H 5.417 0.368 2.402
H 3.047 -0.381 2.472
H -5.408 2.817 -0.197
H -6.362 -0.510 2.426
H -6.399 -3.024 2.572
H -4.488 -4.290 1.574
H -2.593 -2.991 0.596
C 4.213 0.554 -1.152
N 3.258 1.380 -1.884
P 2.208 2.587 -1.128
C 3.150 4.078 -1.661
C 2.442 5.173 -2.152
C 3.110 6.326 -2.538
C 4.493 6.384 -2.471
C 5.209 5.273 -2.047
C 4.542 4.126 -1.644
C 1.355 3.186 1.593
C 1.775 4.290 2.503
C 2.005 4.096 3.800
C 1.790 2.790 4.422
C 1.398 1.730 3.719
C 1.185 1.797 2.238
P 2.065 0.473 -2.783
C 1.665 1.752 -4.036
C 0.352 1.760 -4.508
C -0.049 2.691 -5.454
C 0.858 3.625 -5.932
C 2.158 3.641 -5.445
C 2.563 2.711 -4.501
C 3.163 -0.637 -3.773
C 4.287 -0.236 -4.491
C 5.045 -1.171 -5.177
C 4.690 -2.515 -5.154
C 3.583 -2.927 -4.429
C 2.827 -1.989 -3.740
H 4.847 1.179 -0.529
H 4.840 0.025 -1.873
H 3.735 -0.195 -0.511
H 1.365 5.121 -2.201
H 2.544 7.181 -2.887
H 5.016 7.289 -2.755
H 6.292 5.302 -2.024
H 5.108 3.264 -1.317
H 1.884 5.261 2.036
H 2.323 4.916 4.432
H 1.938 2.716 5.493
H 1.202 0.778 4.200
H 0.236 1.335 1.974
H -0.351 1.035 -4.115
H -1.072 2.691 -5.810
H 0.548 4.350 -6.674
H 2.858 4.388 -5.799
H 3.570 2.746 -4.109
H 4.568 0.809 -4.502
H 5.918 -0.856 -5.736
H 5.281 -3.239 -5.700
H 3.310 -3.974 -4.397
H 1.953 -2.290 -3.172
N 0.282 -5.175 5.553
C 0.114 -5.932 6.685
C 0.872 -6.937 7.271
C 0.382 -7.484 8.442
C -0.819 -7.041 9.010
C -1.569 -6.036 8.433
C -1.094 -5.472 7.251
N -1.612 -4.456 6.480
C -0.779 -4.302 5.487
C -0.895 -3.296 4.436
C -0.245 -3.438 3.211
C -0.346 -2.412 2.287
N -1.010 -1.289 2.521
C -1.646 -1.159 3.682
C -1.633 -2.135 4.661
H 1.066 -5.195 4.926
H 1.803 -7.275 6.836
H 0.939 -8.269 8.934
H -1.163 -7.499 9.929
H -2.491 -5.683 8.872
H 0.320 -4.328 2.965
H 0.136 -2.479 1.316
H -2.177 -0.223 3.824
H -2.153 -2.015 5.601
O -4.817 -0.887 -1.376
C -3.793 -1.169 -1.987
O -2.616 -0.677 -1.800
C -3.853 -2.231 -3.074
C -2.755 -2.502 -3.875
C -2.790 -3.500 -4.851
C -3.960 -4.206 -4.973
O -4.253 -5.245 -5.828
C -5.584 -5.632 -5.529
O -6.086 -4.806 -4.496
C -5.063 -3.937 -4.173
C -5.043 -2.956 -3.218
H -1.852 -1.927 -3.729
H -1.934 -3.711 -5.477
H -5.597 -6.680 -5.203
H -6.207 -5.526 -6.425
H -5.887 -2.731 -2.583
```